# 1
Entry from the Open Molecules 2025 dataset: C12H10N2S2 in the gas phase at a distorted geometry (the ωB97M-V functional and the def2-TZVPD basis).

As for the HOMO energy: -6.83 eV. For the lowest unoccupied orbital energy, the calculation gives -0.715 eV. The energy above the lowest of the compared OMol25 structures with the same formula, charge and spin is 2.3696 eV. For the total energy, the calculation gives -1368.95377 Ha. Its gap between HOMO and LUMO is 0.22479 Eh.

Element x y z (Å)
C1 -3.299 2.568 -0.110
C2 4.134 1.419 0.155
C3 -1.964 2.093 -0.052
C4 3.488 0.208 0.136
C5 -4.274 1.579 -0.129
C6 3.264 2.437 0.201
C7 -2.006 0.716 0.075
C8 2.145 0.276 0.069
C9 0.908 -1.959 -0.165
C10 -0.467 -2.332 -0.006
C11 1.220 -0.666 0.013
C12 -0.852 -3.787 -0.080
N1 -1.346 -1.406 0.182
N2 -0.915 -0.192 0.077
S1 -3.554 0.012 0.152
S2 1.637 1.952 -0.078
H1 -3.599 3.684 -0.134
H2 5.261 1.488 0.171
H3 -1.016 2.566 0.195
H4 4.099 -0.654 -0.012
H5 -5.319 1.574 -0.342
H6 3.512 3.518 0.508
H7 1.598 -2.658 -0.379
H8 -0.303 -4.350 0.625
H9 -0.449 -4.194 -1.014
H10 -1.903 -3.892 -0.060

Atomic forces in eV per Å
-2.0 1.9 -0.3
2.4 0.9 0.4
-0.2 -1.7 1.1
1.0 -1.7 -0.6
1.8 0.0 0.5
-0.1 3.6 0.4
1.9 0.3 -0.1
0.6 3.7 -0.3
-2.5 4.0 1.2
0.0 -1.4 0.2
-5.2 -3.9 -1.0
1.3 1.0 -1.3
0.7 -0.6 -0.9
1.4 -0.1 0.8
-0.7 0.9 -0.8
0.8 -0.3 1.0
0.7 -2.0 -0.2
-1.6 0.1 0.2
-0.5 0.5 -0.6
-0.2 -0.9 0.4
-0.5 0.5 0.2
-0.5 -1.8 -1.0
2.4 -2.2 -0.7
0.1 -0.7 1.4
-0.4 0.1 -0.3
-1.0 -0.4 0.3

Here are the Löwdin charges for atoms 1 to 4, given in e: -0.2176, -0.2104, -0.1401, -0.1389



# 2
Entry from the Open Molecules 2025 dataset: 2 unconnected molecules or ions with the total composition C3H7N3S2 at a distorted geometry (the ωB97M-V functional and the def2-TZVPD basis).

As for the HOMO energy: -8.58 eV. For the lowest unoccupied orbital energy, the calculation gives 0.457 eV. The energy above the lowest of the compared OMol25 structures with the same formula, charge and spin is 4.5514 eV. For the total energy, the calculation gives -1078.99964 Ha. Its gap between HOMO and LUMO is 0.33205 Eh. The SMILES is [H]/N=C/C=C/S.[H]/N=N/S.

Element x y z (Å)
H1 -0.291 2.513 -0.294
N1 -0.412 1.542 -0.057
C1 -1.465 0.982 0.333
C2 -1.590 -0.449 0.295
C3 -0.797 -1.215 -0.492
S1 -0.899 -3.048 -0.399
H2 -2.337 1.465 0.692
H3 -2.334 -0.797 1.042
H4 0.050 -0.943 -1.120
H5 0.021 -3.367 -1.218
H6 1.288 -0.325 1.766
N2 1.613 -0.487 0.761
N3 2.087 0.649 0.496
S2 2.711 1.126 -0.935
H7 2.354 2.355 -0.871

Atomic forces in eV per Å
-0.9 0.5 0.8
1.1 -0.5 -1.3
0.6 0.6 -0.6
0.4 -1.2 0.2
-0.4 -2.0 1.0
-1.9 1.8 1.5
-1.0 1.0 0.4
0.5 -0.5 -1.0
-0.7 0.7 0.1
1.6 -0.2 -1.4
0.3 -0.7 -1.3
1.2 1.8 0.4
-1.6 -0.3 2.7
1.1 -2.6 -2.2
-0.4 1.7 0.6

Here are the Löwdin charges for atoms 1 to 4, given in e: 0.0521, 0.0855, -0.2777, -0.2104



# 3
Entry from the Open Molecules 2025 dataset: a gas-phase ion, C2HO2S2 (charge -1) at a distorted geometry (the ωB97M-V functional and the def2-TZVPD basis).

As for the HOMO energy: -3.99 eV. For the lowest unoccupied orbital energy, the calculation gives 3.257 eV. The energy above the lowest of the compared OMol25 structures with the same formula, charge and spin is 0.0627 eV. For the total energy, the calculation gives -1023.72297 Ha. Its net charge is -1. Its gap between HOMO and LUMO is 0.26618 Eh. The SMILES is O=C([S-])C(=O)S.

Element x y z (Å)
O1 -1.317 -0.527 1.455
C1 -0.990 -0.451 0.280
S1 -1.366 -1.293 -1.164
C2 0.195 0.701 0.193
O2 -0.181 1.808 0.370
S2 1.967 0.534 -0.517
H1 1.692 -0.772 -0.617

Atomic forces in eV per Å
-0.7 -0.3 -0.8
2.0 -0.4 0.8
0.1 0.6 0.7
-0.6 0.0 -1.8
0.1 1.1 0.7
-1.3 -0.8 0.7
0.4 -0.2 -0.3

Here are the Löwdin charges for atoms 1 to 4, given in e: -0.0836, -1.0147, 0.3979, -0.7001



# 4
Entry from the Open Molecules 2025 dataset: a molecular structure, C3H9O3 at a distorted geometry (the ωB97M-V functional and the def2-TZVPD basis).

As for the HOMO energy: -3.71 eV. For the lowest unoccupied orbital energy, the calculation gives 3.737 eV. The energy above the lowest of the compared OMol25 structures with the same formula, charge and spin is 1.5588 eV. For the total energy, the calculation gives -345.37632 Ha. Its net charge is -1. Its gap between HOMO and LUMO is 0.27385 Eh.

Element x y z (Å)
C1 0.905 0.850 -1.000
O1 0.186 -0.105 -1.830
C2 0.964 0.468 0.549
C3 -0.221 -0.161 1.096
O2 -0.115 -0.538 2.479
H1 1.798 0.924 -1.526
H2 0.369 1.941 -1.095
H3 1.124 1.347 1.101
H4 1.818 -0.143 0.803
H5 -1.193 0.452 0.895
H6 -0.517 -1.134 0.416
H7 0.515 -1.262 2.675
H8 -2.221 -1.632 -1.675
H9 -1.139 -0.323 -1.594
O3 -2.273 -0.684 -1.293

Atomic forces in eV per Å
-4.8 -0.3 -0.3
0.0 1.0 1.4
1.4 0.6 -2.0
-3.9 -3.4 -2.2
0.0 0.2 0.6
2.3 0.4 -0.1
1.0 -2.0 0.4
0.4 1.6 0.8
0.5 -0.6 -0.3
1.7 -0.8 1.0
0.9 2.2 1.7
-0.5 0.7 -1.0
-0.2 2.3 1.0
-0.5 -0.3 0.6
1.6 -1.8 -1.6

Here are the Löwdin charges for atoms 1 to 4, given in e: -0.3164, -0.3576, -0.2306, -0.3308



# 5
Entry from the Open Molecules 2025 dataset: 5 unconnected molecules or ions with the total composition C30H73N2O13S4 (the ωB97M-V functional and the def2-TZVPD basis).

As for the HOMO energy: -11.76 eV. For the lowest unoccupied orbital energy, the calculation gives -2.980 eV. For the total energy, the calculation gives -3866.88804 Ha. Its net charge is +1. Its gap between HOMO and LUMO is 0.32254 Eh.

Element x y z (Å)
C1 -7.324 -5.956 -2.837
C2 -7.580 -5.068 -4.062
C3 -6.977 -3.663 -3.984
C4 -7.827 -2.641 -3.232
C5 -8.045 -2.951 -1.744
C6 -8.237 -1.680 -0.910
C7 -6.927 -0.985 -0.539
C8 -6.033 -1.775 0.410
C9 -4.810 -0.977 0.837
C10 -3.823 -1.771 1.697
C11 -2.442 -1.093 1.801
C12 -1.339 -1.799 1.002
C13 0.040 -1.581 1.639
C14 1.173 -2.296 0.910
N1 1.921 -1.438 -0.068
O1 1.185 -1.199 -1.238
C15 2.497 -0.156 0.523
C16 1.776 1.111 0.096
C17 2.233 2.321 0.951
C18 3.514 2.987 0.462
N2 4.712 2.326 1.015
H1 -6.396 -5.672 -2.342
H2 -8.126 -5.859 -2.107
H3 -7.269 -7.006 -3.112
H4 -8.653 -4.968 -4.229
H5 -7.174 -5.563 -4.944
H6 -5.985 -3.698 -3.524
H7 -6.843 -3.291 -5.001
H8 -7.337 -1.668 -3.309
H9 -8.793 -2.546 -3.730
H10 -7.205 -3.539 -1.370
H11 -8.929 -3.579 -1.632
H12 -8.799 -1.908 -0.004
H13 -8.827 -0.985 -1.507
H14 -7.176 -0.041 -0.046
H15 -6.379 -0.719 -1.446
H16 -6.618 -2.006 1.305
H17 -5.725 -2.720 -0.037
H18 -4.275 -0.603 -0.041
H19 -5.144 -0.105 1.403
H20 -4.234 -1.922 2.693
H21 -3.707 -2.761 1.252
H22 -2.135 -1.014 2.845
H23 -2.542 -0.069 1.440
H24 -1.539 -2.866 0.941
H25 -1.337 -1.363 -0.003
H26 0.217 -0.511 1.734
H27 0.015 -1.969 2.656
H28 0.767 -3.115 0.314
H29 1.914 -2.720 1.582
H30 2.710 -1.992 -0.397
H31 0.254 -1.333 -1.009
H32 3.548 -0.125 0.251
H33 2.434 -0.275 1.603
H34 0.701 0.991 0.219
H35 1.994 1.322 -0.948
H36 1.421 3.043 0.932
H37 2.370 1.994 1.983
H38 3.516 4.023 0.796
H39 3.545 2.986 -0.627
H40 4.488 1.513 1.566
H41 5.393 2.089 0.312
O2 -11.280 -1.133 -2.324
S1 -12.368 -2.051 -2.486
O3 -12.923 -2.261 -3.785
O4 -13.519 -1.660 -1.467
C19 -13.964 -0.281 -1.458
C20 -14.888 0.039 -2.614
C21 -11.955 -3.605 -1.772
H42 -13.091 0.373 -1.444
H43 -14.480 -0.172 -0.507
H44 -14.364 0.002 -3.567
H45 -15.298 1.041 -2.485
H46 -15.710 -0.674 -2.655
H47 -11.562 -3.439 -0.773
H48 -11.199 -4.053 -2.415
H49 -12.847 -4.224 -1.749
O5 7.228 -1.781 3.348
S2 8.498 -1.620 2.707
O6 9.529 -0.875 3.356
O7 8.242 -1.012 1.256
C22 7.493 0.220 1.198
C23 8.343 1.444 1.475
C24 9.131 -3.180 2.204
H50 6.650 0.159 1.890
H51 7.098 0.251 0.182
H52 8.687 1.462 2.507
H53 7.760 2.347 1.293
H54 9.220 1.451 0.827
H55 8.352 -3.724 1.679
H56 9.423 -3.704 3.111
H57 9.997 -3.014 1.568
O8 15.000 -0.956 2.855
S3 15.025 0.468 3.003
O9 15.301 1.041 4.281
O10 13.661 1.056 2.438
C25 12.435 0.467 2.935
C26 12.053 0.972 4.309
C27 16.095 1.178 1.802
H58 12.532 -0.619 2.917
H59 11.681 0.744 2.201
H60 12.761 0.638 5.066
H61 11.066 0.598 4.569
H62 12.040 2.062 4.326
H63 15.856 0.762 0.828
H64 17.110 0.916 2.094
H65 15.964 2.257 1.816
O11 2.365 6.507 0.533
S4 2.092 6.338 -0.862
O12 3.076 5.725 -1.702
O13 1.641 7.721 -1.475
C28 2.479 8.880 -1.218
C29 3.715 8.906 -2.091
C30 0.561 5.493 -1.070
H66 2.729 8.907 -0.157
H67 1.833 9.728 -1.431
H68 4.403 8.101 -1.836
H69 4.233 9.856 -1.956
H70 3.445 8.799 -3.141
H71 -0.192 5.975 -0.453
H72 0.721 4.466 -0.751
H73 0.287 5.524 -2.121

Atomic forces in eV per Å
-0.3 0.2 0.0
0.2 0.0 0.1
-0.3 0.1 0.0
0.2 -0.1 0.2
-0.1 0.1 -0.1
0.3 -0.1 -0.3
-0.2 0.0 0.2
-0.1 0.3 0.0
0.1 -0.2 0.2
0.1 0.1 -0.2
-0.2 -0.1 0.0
0.2 0.5 0.3
-0.2 -0.1 0.0
-0.4 -0.1 -0.1
0.1 0.0 0.1
0.2 0.0 -0.2
0.0 0.2 0.2
0.3 0.2 0.3
0.0 -0.4 -0.5
0.3 -0.2 0.5
-0.2 0.1 -0.2
0.1 -0.1 0.0
0.0 0.0 0.1
0.0 -0.1 0.0
-0.1 -0.1 -0.1
0.0 0.0 -0.1
0.1 -0.1 0.0
0.1 0.0 -0.1
0.0 0.1 -0.1
-0.1 0.1 0.0
0.0 0.0 0.1
0.0 -0.1 0.0
0.0 0.1 0.1
-0.2 0.0 0.1
0.0 0.1 0.0
0.1 0.0 -0.1
0.0 -0.2 0.0
0.0 -0.1 0.0
-0.1 0.0 -0.1
0.1 0.2 -0.1
-0.1 0.0 0.1
0.0 -0.1 0.1
0.0 -0.1 0.1
0.1 0.1 0.1
0.0 -0.1 -0.2
-0.1 -0.3 -0.2
0.2 0.1 0.1
0.0 0.0 0.1
0.1 -0.1 0.0
0.2 0.2 0.1
0.0 -0.1 -0.1
-0.2 0.0 0.1
0.0 0.0 -0.1
0.0 -0.1 0.0
-0.1 -0.1 -0.1
-0.2 0.0 -0.1
0.0 0.1 0.1
-0.1 0.2 0.2
0.0 0.1 -0.1
0.0 0.1 -0.1
0.1 -0.1 0.1
0.1 0.0 0.0
0.1 0.1 -0.1
-0.2 -0.1 0.2
0.0 0.0 -0.1
0.1 -0.1 0.0
-0.1 0.4 0.0
0.1 -0.1 -0.1
0.0 0.0 0.0
0.0 -0.1 0.0
0.0 -0.1 0.0
0.0 0.0 0.0
0.0 0.0 0.0
0.0 0.0 0.0
0.0 0.0 0.0
0.0 0.0 0.0
0.0 0.0 0.0
-0.1 0.0 0.1
0.0 -0.1 -0.3
0.0 0.0 0.1
0.1 -0.1 0.0
-0.2 0.4 0.0
0.1 -0.1 0.1
0.0 0.0 0.0
0.0 -0.1 0.0
0.1 -0.1 0.0
0.0 0.0 0.0
0.0 0.0 0.0
0.0 0.0 0.0
0.0 0.0 0.0
0.0 0.0 0.0
0.0 0.0 0.0
0.0 -0.1 0.1
-0.1 0.1 -0.2
0.0 0.0 0.1
0.1 0.1 0.0
-0.4 -0.2 0.1
0.2 0.1 0.1
0.0 0.0 0.0
0.1 0.0 0.0
0.1 0.1 -0.1
0.0 0.0 0.0
0.0 0.0 0.0
0.0 0.0 0.0
0.0 0.0 0.0
0.0 0.0 0.0
0.0 0.0 0.0
0.1 -0.1 0.1
-0.3 0.2 -0.2
0.1 -0.1 0.1
0.0 -0.1 0.0
0.2 0.4 0.1
0.0 -0.2 0.0
-0.1 0.1 0.0
0.0 -0.1 0.0
-0.1 -0.1 0.0
0.0 0.0 0.0
0.0 0.0 0.0
0.0 0.0 0.0
0.0 0.0 0.0
0.0 0.0 0.0
0.0 0.0 0.0

Here are the Löwdin charges for atoms 1 to 4, given in e: -0.1112, -0.2503, -0.2259, -0.2019



# 6
Entry from the Open Molecules 2025 dataset: 2 unconnected molecules or ions with the total composition C4H12NO2 at a distorted geometry (the ωB97M-V functional and the def2-TZVPD basis).

As for the HOMO energy: -2.90 eV. For the lowest unoccupied orbital energy, the calculation gives 3.917 eV. The energy above the lowest of the compared OMol25 structures with the same formula, charge and spin is 2.0067 eV. For the total energy, the calculation gives -364.78176 Ha. Its net charge is -1. Its gap between HOMO and LUMO is 0.25042 Eh.

Element x y z (Å)
C1 -1.936 0.656 0.948
C2 -0.608 -0.070 0.438
C3 0.355 -0.257 1.619
C4 1.830 0.229 1.343
O1 2.267 -0.214 0.144
N1 -0.068 0.688 -0.728
H1 -2.735 -0.071 1.307
H2 -2.495 1.022 0.052
H3 -1.825 1.443 1.673
H4 -0.907 -1.008 0.070
H5 0.558 -1.222 1.966
H6 0.192 0.421 2.465
H7 2.441 -0.215 2.174
H8 1.754 1.406 1.281
H9 0.896 0.250 -0.556
H10 0.035 1.597 -0.287
H11 -2.058 -1.392 -2.761
H12 -0.557 -0.436 -2.954
O2 -1.351 -1.031 -3.321

Atomic forces in eV per Å
-1.4 -2.0 -1.7
-1.9 1.9 1.3
1.6 2.4 0.2
-0.5 0.4 -1.8
0.4 -0.4 -0.2
0.3 -1.0 1.6
1.2 0.5 0.3
0.7 0.3 0.4
0.3 0.3 0.2
-0.4 -1.4 -0.4
-0.6 -1.8 0.4
-1.1 -0.4 0.3
-0.2 1.0 0.2
0.5 -1.2 1.0
0.7 0.7 -1.3
0.3 0.5 -0.5
1.3 1.0 0.6
-3.4 -2.0 0.3
2.0 1.2 -0.6

Here are the Löwdin charges for atoms 1 to 4, given in e: -0.0967, -0.4329, -0.1884, -0.4993